The following is a quantum chemistry calculation of one molecule with the formula C4H11NS2 in a non-equilibrium geometry, from the OMol25 dataset.

SMILES	CC(C)(C)SSN
energy above the lowest of the compared OMol25 structures with the same formula, charge and spin	2.219	eV
max |F|	0.0892	Eh/bohr
E	-27485.0460	eV

CARTESIAN COORDINATES (ANGSTROEM)
C (1.1878, -0.9852, -0.7829)
C (0.0066, -0.7645, 0.1976)
C (-0.1189, -1.8682, 1.2096)
C (-1.2486, -0.6700, -0.7841)
S (0.1997, 0.6503, 1.3273)
S (-0.4783, 2.5051, -0.1707)
N (0.3785, 3.7175, 0.4809)
H (0.9848, -0.2232, -1.5554)
H (2.2330, -0.8455, -0.3001)
H (1.0640, -1.9386, -1.2277)
H (-0.8402, -1.5423, 1.8850)
H (0.8686, -2.1253, 1.6265)
H (-0.4484, -2.7315, 0.7422)
H (-2.1037, -0.3340, -0.1310)
H (-1.1926, 0.1905, -1.4367)
H (-1.5153, -1.5229, -1.5646)
H (1.1439, 3.9421, -0.2942)
H (-0.1208, 4.5454, 0.7783)

Atoms 1-2, force components in eV/Å:
0.8 2.1 1.4
0.1 -0.3 -2.2



The following is a quantum chemistry calculation of one molecule with the formula C5H3NO2 in a non-equilibrium geometry, from the OMol25 dataset.

SMILES	N#Cc1occc1O
energy above the lowest of the compared OMol25 structures with the same formula, charge and spin	2.612	eV
max |F|	0.1884	Eh/bohr
E	-10814.8023	eV

CARTESIAN COORDINATES (ANGSTROEM)
N (-3.3723, -0.3554, 0.1183)
C (-2.1355, -0.1475, -0.0188)
C (-0.6313, -0.1673, 0.1350)
O (-0.1188, -1.3464, -0.1339)
C (1.1885, -1.2905, 0.0532)
C (1.5177, -0.0240, 0.2785)
C (0.2736, 0.8577, 0.0373)
O (0.0690, 2.1518, -0.0535)
H (1.7190, -2.1420, -0.1640)
H (2.4742, 0.2486, -0.1773)
H (-0.9840, 2.2149, -0.0749)

Atoms 1-2, force components in eV/Å:
9.4 1.9 -1.3
-7.0 -1.8 1.9



The following is a quantum chemistry calculation of C27H19BrN2NaO6 as an isolated structure in a non-equilibrium geometry, from the OMol25 dataset.

charge	-1
energy above the lowest of the compared OMol25 structures with the same formula, charge and spin	1.180	eV
max |F|	0.0398	Eh/bohr
E	-118033.2051	eV

CARTESIAN COORDINATES (ANGSTROEM)
Na (-0.0815, 1.7958, 0.6527)
O (0.9116, -2.5684, 2.7982)
C (0.9207, -1.3149, 2.3340)
O (0.9194, -1.0389, 1.1670)
C (0.9841, -0.2830, 3.4147)
C (1.3555, -0.5684, 4.7273)
C (1.4595, 0.5071, 5.6055)
C (1.1802, 1.7834, 5.1654)
C (0.7725, 1.9629, 3.8313)
N (0.6926, 0.9289, 2.9947)
C (0.3818, 3.2320, 3.1969)
O (0.4739, 4.3743, 3.9124)
O (-0.0227, 3.2891, 2.0638)
H (0.7017, -3.1460, 2.0434)
H (1.5635, -1.5831, 5.0298)
H (1.7647, 0.3421, 6.6307)
H (1.2718, 2.6182, 5.8495)
H (0.7734, 4.1857, 4.8078)
Br (3.8566, 0.5026, 1.0369)
C (3.1613, 1.1289, -0.6260)
C (3.9325, 0.9854, -1.7620)
C (3.4163, 1.5137, -2.9401)
C (2.2051, 2.1765, -2.9088)
C (1.4979, 2.2355, -1.7107)
N (1.9751, 1.6961, -0.5825)
C (0.1405, 2.9740, -1.6590)
O (0.1478, 4.0848, -2.1998)
O (-0.7835, 2.3390, -1.0992)
H (4.8922, 0.4926, -1.7255)
H (3.9676, 1.4120, -3.8667)
H (1.7810, 2.6613, -3.7764)
C (-2.1751, -0.4986, -6.1414)
C (-3.0335, -1.0363, -5.1891)
C (-2.6111, -1.2052, -3.8818)
C (-1.3212, -0.8407, -3.4887)
C (-0.4703, -0.3047, -4.4568)
C (-0.8902, -0.1338, -5.7673)
C (-0.8350, -1.0396, -2.1123)
C (-1.5167, -1.5369, -1.1116)
C (-1.8154, -1.9947, 0.1248)
C (-1.6324, -3.3819, 0.4806)
C (-1.9417, -3.8444, 1.7388)
C (-2.4440, -2.9911, 2.7285)
C (-2.6371, -1.6430, 2.4053)
C (-2.3610, -1.1436, 1.1530)
H (-2.5044, -0.3627, -7.1649)
H (-4.0407, -1.3157, -5.4767)
H (-3.2751, -1.6248, -3.1350)
H (0.5333, -0.0117, -4.1694)
H (-0.2168, 0.2949, -6.5010)
H (0.2083, -0.7265, -1.9606)
H (-1.2303, -4.0550, -0.2671)
H (-1.7992, -4.8971, 1.9673)
H (-2.6691, -3.3628, 3.7204)
H (-3.0242, -0.9714, 3.1663)
H (-2.5104, -0.0921, 0.9333)

Atoms 1-2, force components in eV/Å:
0.3 -1.8 0.8
0.1 0.1 0.3